Model w:
{
  "formula": "C7H12",
  "method": "the ωB97M-V functional and the def2-TZVPD basis",
  "smiles": "CC1=CC1.C=CC",
  "homo_lumo_gap_ev": 10.20,
  "elements": ["C", "C", "C", "C", "H", "H", "H", "H", "H", "H", "C", "C", "C", "H", "H", "H", "H", "H", "H"],
  "xyz": [[-1.41, -1.26, -0.33], [-0.99, -0.28, -1.36], [-0.25, 0.09, -2.35], [-1.29, 1.08, -1.93], [-2.46, -1.51, -0.46], [-0.81, -2.17, -0.39], [-1.29, -0.82, 0.67], [0.55, -0.11, -3.06], [-1.00, 1.98, -1.37], [-2.19, 1.23, -2.54], [0.45, 1.34, 1.56], [1.14, 0.29, 1.99], [1.86, -0.69, 1.11], [-0.05, 2.01, 2.24], [0.36, 1.56, 0.50], [1.21, 0.10, 3.07], [2.94, -0.66, 1.29], [1.68, -0.47, 0.05], [1.54, -1.72, 1.31]],
  "mulliken_charge": [-0.938, 0.237, -0.250, -0.558, 0.349, 0.235, 0.232, 0.371, 0.138, 0.216, -0.630, -0.006, -0.851, 0.251, 0.162, 0.290, 0.342, 0.173, 0.239]
}

---

Model x:
{
  "formula": "C7H12",
  "method": "the ωB97M-V functional and the def2-TZVPD basis",
  "homo_lumo_gap_ev": 8.65,
  "elements": ["C", "C", "C", "C", "C", "C", "C", "H", "H", "H", "H", "H", "H", "H", "H", "H", "H", "H", "H"],
  "xyz": [[-1.93, 0.72, 0.17], [-1.31, -0.65, -0.08], [-0.25, -0.62, -1.21], [0.81, -0.69, -0.13], [2.13, -0.55, -0.13], [1.07, 1.96, 0.28], [-0.20, -0.99, 0.96], [-2.57, 0.98, -0.68], [-1.15, 1.47, 0.28], [-2.52, 0.68, 1.09], [-2.06, -1.43, -0.20], [-0.28, -1.51, -1.85], [-0.23, 0.27, -1.85], [2.67, -0.39, -1.06], [2.70, -0.69, 0.79], [1.72, 2.05, -0.62], [1.79, 1.78, 1.11], [-0.16, -0.35, 1.85], [-0.21, -2.04, 1.26]],
  "mulliken_charge": [-1.296, 0.290, -0.678, 0.156, -0.845, -0.458, -0.688, 0.351, 0.274, 0.350, 0.430, 0.288, 0.289, 0.303, 0.303, 0.176, 0.179, 0.291, 0.287]
}

---

Model y:
{
  "formula": "C7H12",
  "method": "the ωB97M-V functional and the def2-TZVPD basis",
  "smiles": "C=C(/C=C/C)CC",
  "homo_lumo_gap_ev": 8.21,
  "elements": ["C", "C", "C", "C", "C", "C", "C", "H", "H", "H", "H", "H", "H", "H", "H", "H", "H", "H", "H"],
  "xyz": [[0.58, -2.34, 0.23], [0.08, -1.09, 0.27], [0.48, -0.30, -0.92], [0.79, 1.05, -0.70], [0.56, 2.17, -1.68], [-0.53, -0.49, 1.54], [-1.73, 0.51, 1.17], [0.36, -3.06, 1.13], [1.01, -2.73, -0.70], [1.00, -0.87, -1.76], [1.22, 1.46, 0.31], [-0.07, 3.06, -1.18], [0.08, 1.69, -2.58], [1.58, 2.61, -1.97], [-0.96, -1.41, 1.99], [0.06, 0.00, 2.37], [-2.05, 1.04, 2.11], [-1.32, 1.29, 0.51], [-2.30, -0.05, 0.38]],
  "mulliken_charge": [-0.963, 0.955, -0.765, -0.054, -0.945, -0.508, -0.898, 0.204, 0.275, 0.165, 0.289, 0.244, 0.292, 0.304, 0.326, 0.279, 0.339, 0.124, 0.338]
}

---

Model z:
{
  "formula": "C7H12",
  "method": "the ωB97M-V functional and the def2-TZVPD basis",
  "smiles": "CC1CC2(CC2)C1",
  "homo_lumo_gap_ev": 10.86,
  "elements": ["C", "C", "C", "C", "C", "C", "C", "H", "H", "H", "H", "H", "H", "H", "H", "H", "H", "H", "H"],
  "xyz": [[-0.19, 0.06, -2.50], [0.32, 0.63, -1.18], [-0.77, 0.86, -0.10], [0.00, -0.06, 0.87], [0.11, 0.21, 2.35], [-0.39, -1.12, 1.86], [1.05, -0.39, -0.21], [-0.83, 0.74, -3.08], [-0.77, -0.84, -2.30], [0.66, -0.21, -3.14], [0.87, 1.56, -1.40], [-0.88, 1.91, 0.19], [-1.75, 0.48, -0.40], [-0.59, 0.99, 2.64], [1.01, 0.18, 2.96], [-1.39, -1.52, 2.07], [0.44, -1.83, 1.82], [1.00, -1.45, -0.54], [2.09, -0.20, 0.07]],
  "mulliken_charge": [-1.566, 0.593, -1.003, 0.984, -0.737, -0.754, -1.245, 0.363, 0.358, 0.358, 0.390, 0.306, 0.293, 0.261, 0.243, 0.285, 0.258, 0.325, 0.288]
}

---

Most favorable structure: model z. The second most favorable one is 0.0509 hartree above it.

---

Model w:
{
  "formula": "C7H12",
  "method": "the ωB97M-V functional and the def2-TZVPD basis",
  "smiles": "C=CC=C.C=CC",
  "homo_lumo_gap_ev": 10.05,
  "elements": ["C", "C", "C", "C", "H", "H", "H", "H", "H", "H", "C", "C", "C", "H", "H", "H", "H", "H", "H"],
  "xyz": [[2.17, 0.10, -1.73], [0.91, 0.45, -1.49], [-0.22, 0.00, -2.30], [-1.50, 0.21, -2.01], [2.40, -0.54, -2.57], [2.99, 0.43, -1.11], [0.69, 1.12, -0.66], [0.03, -0.57, -3.19], [-2.27, -0.14, -2.67], [-1.80, 0.71, -1.10], [0.79, -0.40, 1.94], [-0.44, 0.10, 1.99], [-1.48, -0.37, 2.97], [1.53, -0.07, 1.22], [1.08, -1.19, 2.62], [-0.75, 0.88, 1.31], [-2.34, -0.79, 2.45], [-1.08, -1.13, 3.63], [-1.84, 0.47, 3.58]],
  "mulliken_charge": [-0.911, 0.119, -0.053, -0.792, 0.243, 0.298, 0.403, 0.241, 0.257, 0.194, -0.619, 0.284, -1.073, 0.108, 0.222, 0.244, 0.252, 0.303, 0.280]
}

---

Model x:
{
  "formula": "C7H12",
  "method": "the ωB97M-V functional and the def2-TZVPD basis",
  "smiles": "C=C/C=C(/C)CC",
  "homo_lumo_gap_ev": 9.53,
  "elements": ["C", "C", "C", "C", "C", "C", "C", "H", "H", "H", "H", "H", "H", "H", "H", "H", "H", "H", "H"],
  "xyz": [[-1.62, 0.14, 2.54], [-0.64, 0.33, 1.66], [-0.08, -0.78, 0.87], [0.42, -0.68, -0.36], [0.54, -1.89, -1.26], [0.97, 0.60, -0.96], [0.02, 1.80, -1.19], [-1.88, 0.90, 3.26], [-1.83, -0.90, 2.75], [0.04, 1.17, 1.76], [-0.27, -1.78, 1.25], [0.28, -2.82, -0.75], [-0.08, -1.69, -2.13], [1.59, -2.00, -1.54], [1.83, 0.94, -0.37], [1.38, 0.31, -1.92], [-0.76, 1.70, -0.43], [0.59, 2.71, -1.05], [-0.52, 1.92, -2.13]],
  "mulliken_charge": [-0.895, -0.131, -0.330, 0.659, -1.513, -0.722, -0.969, 0.292, 0.253, 0.424, 0.264, 0.372, 0.334, 0.345, 0.386, 0.340, 0.292, 0.269, 0.331]
}

---

Most favorable structure: model x. The second most favorable one is 0.0104 hartree above it.

---

Model w:
{
  "formula": "C7H12",
  "method": "the ωB97M-V functional and the def2-TZVPD basis",
  "smiles": "CC[C@H]1C[C@H]2C[C@@H]12",
  "homo_lumo_gap_ev": 10.73,
  "elements": ["C", "C", "C", "C", "C", "C", "C", "H", "H", "H", "H", "H", "H", "H", "H", "H", "H", "H", "H"],
  "xyz": [[-2.36, -0.46, -0.59], [-1.13, 0.45, -0.81], [-0.17, 0.60, 0.40], [0.33, -0.69, 1.12], [1.77, -0.27, 0.89], [2.03, -0.08, -0.57], [1.31, 0.99, 0.18], [-3.00, -0.50, -1.48], [-2.99, -0.09, 0.23], [-2.10, -1.50, -0.35], [-0.56, 0.10, -1.67], [-1.49, 1.45, -1.09], [-0.62, 1.29, 1.14], [0.05, -1.65, 0.67], [0.05, -0.70, 2.18], [2.57, -0.39, 1.62], [3.05, 0.15, -0.87], [1.50, -0.70, -1.30], [1.75, 1.98, 0.29]],
  "mulliken_charge": [-1.178, -0.509, 0.063, -0.863, -0.153, -0.686, -0.463, 0.373, 0.300, 0.313, 0.235, 0.326, 0.466, 0.313, 0.285, 0.373, 0.280, 0.140, 0.385]
}

---

Model x:
{
  "formula": "C7H12",
  "method": "the ωB97M-V functional and the def2-TZVPD basis",
  "homo_lumo_gap_ev": 9.04,
  "elements": ["C", "C", "C", "C", "C", "C", "C", "H", "H", "H", "H", "H", "H", "H", "H", "H", "H", "H", "H"],
  "xyz": [[1.60, 0.83, 1.36], [0.36, 1.27, 0.55], [-1.17, 0.90, -0.76], [-0.75, -0.17, -1.74], [-0.16, -1.38, -1.03], [-0.63, -1.20, 0.42], [-0.86, 0.32, 0.59], [2.42, 1.52, 1.15], [1.35, 0.91, 2.43], [1.89, -0.21, 1.17], [0.14, 2.28, 0.89], [0.42, 1.61, -0.72], [-1.75, -0.39, -2.12], [-0.18, 0.13, -2.63], [-0.51, -2.31, -1.50], [0.93, -1.39, -1.11], [0.06, -1.65, 1.13], [-1.60, -1.69, 0.55], [-1.56, 0.62, 1.38]],
  "mulliken_charge": [-1.197, -0.531, -0.925, -0.468, -0.426, -1.034, 0.393, 0.360, 0.299, 0.303, 0.494, 0.179, 0.319, 0.388, 0.349, 0.252, 0.403, 0.357, 0.486]
}

---

Most favorable structure: model w. The second most favorable one is 0.0933 hartree above it.

---

Model w:
{
  "formula": "C11H15NO",
  "method": "the ωB97M-V functional and the def2-TZVPD basis",
  "homo_lumo_gap_ev": 8.37,
  "elements": ["C", "C", "C", "C", "C", "C", "C", "C", "C", "C", "C", "N", "O", "H", "H", "H", "H", "H", "H", "H", "H", "H", "H", "H", "H", "H", "H", "H"],
  "xyz": [[1.57, 0.53, 1.55], [-1.83, -0.09, 0.50], [-1.27, -1.54, 0.72], [0.22, -1.49, 1.08], [0.76, -0.16, 0.63], [-0.87, 0.88, 0.14], [0.31, 0.51, -0.74], [1.13, -2.57, 0.44], [-1.10, 2.21, 0.70], [-0.07, -0.29, -1.95], [1.00, 1.77, -1.29], [2.33, 1.10, 2.24], [-2.96, 0.28, 0.71], [-1.78, -2.00, 1.53], [-1.53, -1.87, -0.31], [0.27, -1.48, 2.12], [1.01, -2.55, -0.60], [0.81, -3.64, 0.58], [2.12, -2.52, 0.65], [-2.13, 2.28, 1.19], [-1.06, 3.07, 0.04], [-0.24, 2.53, 1.27], [-0.71, 0.43, -2.62], [-0.56, -1.13, -1.68], [0.82, -0.55, -2.68], [2.17, 1.59, -1.21], [0.79, 2.68, -0.71], [0.81, 2.00, -2.31]],
  "mulliken_charge": [0.010, 0.299, -1.255, 0.057, -0.057, 0.475, 2.562, -1.611, -1.824, -1.963, -1.596, -0.610, -0.642, 0.525, 0.321, 0.628, 0.370, 0.363, 0.465, 0.366, 0.385, 0.424, 0.472, 0.477, 0.268, 0.319, 0.387, 0.384]
}

---

Model x:
{
  "formula": "C11H15NO",
  "method": "the ωB97M-V functional and the def2-TZVPD basis",
  "homo_lumo_gap_ev": 8.93,
  "elements": ["C", "C", "C", "C", "C", "C", "C", "C", "C", "C", "C", "H", "H", "H", "H", "H", "H", "H", "H", "H", "H", "H", "H", "H", "H", "H", "N", "O"],
  "xyz": [[-3.24, -0.71, -1.17], [-1.65, 0.52, -0.52], [-1.05, 0.98, 0.81], [0.22, 1.70, 0.56], [1.25, 0.57, 0.25], [2.40, 1.41, -0.32], [3.46, 0.39, -0.57], [3.33, -0.98, -0.29], [2.15, -1.61, 0.03], [0.98, -0.77, 0.33], [-0.09, -1.23, 1.17], [-4.54, -0.55, -0.76], [-2.81, -1.88, -1.34], [-3.32, -0.04, -2.34], [-1.19, -0.23, -1.14], [-1.98, 1.36, -1.14], [-1.73, 1.75, 1.25], [0.39, 2.36, -0.32], [0.90, 2.73, 1.30], [2.35, 2.46, -0.36], [4.66, 0.95, -0.67], [4.14, -1.71, -0.41], [1.92, -2.73, -0.14], [-0.03, -1.94, 1.83], [-0.69, -2.08, 0.67], [-1.92, -0.55, 1.62], [-0.99, -0.20, 1.71], [-2.93, 0.03, -0.02]],
  "mulliken_charge": [-0.571, -0.992, 0.224, -1.398, 1.202, -0.883, -0.413, -0.528, -0.748, 0.356, -0.994, 0.223, 0.240, 0.244, 0.421, 0.542, 0.445, 0.536, 0.301, 0.444, 0.127, 0.341, 0.274, 0.890, 0.255, 0.401, -0.617, -0.321]
}

---

Most favorable structure: model w. The second most favorable one is 0.2252 hartree above it.

---

Model w:
{
  "formula": "C5H14O2",
  "method": "the ωB97M-V functional and the def2-TZVPD basis",
  "smiles": "CC=C(C)C.O.O",
  "homo_lumo_gap_ev": 9.44,
  "elements": ["C", "C", "C", "C", "C", "H", "H", "H", "H", "H", "H", "H", "H", "H", "H", "O", "H", "H", "O", "H", "H"],
  "xyz": [[0.48, 1.81, -0.33], [-0.22, 0.58, 0.15], [-0.13, -0.46, -0.63], [-0.52, -1.89, -0.01], [0.26, -0.50, -2.08], [0.54, 2.49, 0.51], [0.02, 2.27, -1.21], [1.46, 1.46, -0.63], [-0.83, 0.74, 1.10], [-1.43, -2.10, -0.54], [0.14, -2.70, -0.23], [-0.64, -1.65, 1.06], [1.32, -0.65, -2.16], [-0.30, -1.39, -2.55], [-0.03, 0.38, -2.53], [-3.37, 1.15, -1.40], [-2.48, 1.48, -1.50], [-4.01, 1.65, -1.92], [3.43, -0.90, 4.01], [3.36, -1.25, 3.10], [3.12, 0.02, 3.98]],
  "mulliken_charge": [-1.135, -0.294, 0.888, -1.377, -1.401, 0.347, 0.248, 0.305, 0.292, 0.342, 0.375, 0.323, 0.339, 0.328, 0.419, -0.626, 0.322, 0.305, -0.645, 0.323, 0.321]
}

---

Model x:
{
  "formula": "C5H14O2",
  "method": "the ωB97M-V functional and the def2-TZVPD basis",
  "smiles": "C/C=C/CC.O.O",
  "homo_lumo_gap_ev": 8.56,
  "elements": ["C", "C", "C", "C", "C", "H", "H", "H", "H", "H", "H", "H", "H", "H", "H", "O", "H", "H", "O", "H", "H"],
  "xyz": [[1.40, 1.58, 1.62], [0.03, 0.81, 1.63], [-0.11, -0.50, 1.24], [-0.87, -1.48, 0.29], [0.13, -2.40, -0.42], [2.15, 1.02, 1.01], [1.20, 2.73, 1.32], [1.82, 1.62, 2.67], [-0.88, 1.45, 1.73], [0.61, -1.17, 1.78], [-1.60, -1.03, -0.45], [-1.44, -2.11, 1.04], [1.10, -2.36, 0.17], [-0.24, -3.43, -0.64], [0.38, -2.03, -1.43], [-2.55, 1.20, -1.73], [-2.83, 0.40, -2.23], [-1.83, 1.54, -2.17], [0.99, 1.68, -1.61], [1.41, 1.74, -2.50], [1.14, 0.76, -1.32]],
  "mulliken_charge": [-1.034, -0.152, -0.439, 0.010, -1.007, 0.322, 0.222, 0.363, 0.297, 0.237, 0.084, 0.257, 0.290, 0.341, 0.228, -0.622, 0.310, 0.310, -0.617, 0.299, 0.299]
}

---

Most favorable structure: model w. The second most favorable one is 0.0475 hartree above it.